1.
The following is a quantum chemistry calculation of a structure of composition C29H45Cl2N2PRe, from the Open Molecules 2025 dataset.

Structure (ORCA input):
```
! wB97M-V def2-TZVPD RIJCOSX def2/J DEFGRID3
* xyz 0 4
H 2.336 5.112 -1.665
H 2.936 -2.846 -4.074
H -0.115 -6.695 -0.221
H -1.954 5.261 -1.113
H -1.130 -2.048 -0.528
C -0.205 -4.533 -0.240
H -1.850 1.000 -5.515
H 2.488 -2.444 -0.150
H 1.266 2.782 -1.227
H 2.332 -1.954 -6.251
C 0.469 2.258 2.830
H -1.218 -1.583 -4.423
H 4.024 -1.499 -5.949
C 2.578 -4.607 -0.148
C -1.879 -1.237 -3.604
C 1.856 -5.808 -0.148
H 3.668 -4.631 -0.089
H 1.734 -1.231 5.830
H 1.066 1.606 -5.529
C 1.265 0.529 -5.379
H -3.890 -1.651 -2.967
H -3.525 -1.172 -5.957
H 3.595 -1.314 -3.545
C 2.985 -1.322 -5.634
C -0.095 3.012 -2.986
H -2.211 3.019 -2.221
Re -0.012 -0.283 1.257
H 0.338 5.398 -0.335
N 1.267 0.737 4.851
H 0.447 -0.047 -5.846
H -5.065 -1.188 -5.070
H 0.931 -2.213 3.284
H -0.194 3.710 -3.936
N 0.307 -0.127 3.087
H 2.135 0.644 -3.324
H -2.503 2.191 -4.355
H 2.548 0.326 -7.057
C 1.910 -3.383 -0.178
H -3.295 -2.774 -4.165
H 3.341 0.839 -5.564
C -1.210 3.359 -1.905
H -1.442 5.260 -2.796
H -1.311 -4.498 -0.258
C 2.609 0.136 -5.978
C -0.193 -1.996 0.187
Cl -2.276 0.336 1.057
C 0.640 1.039 3.673
H 2.144 2.885 -2.778
H -1.005 2.828 -0.939
P -0.187 1.179 -3.363
C -1.857 0.316 -3.473
H 0.198 6.541 -1.667
H 0.644 -1.944 -4.003
H 2.377 -6.758 -0.098
H 0.194 2.028 1.727
C 1.446 -1.335 -3.562
C 0.455 -5.761 -0.222
C -3.915 0.636 -4.911
C -1.179 4.891 -1.794
C 2.802 -1.760 -4.158
C 1.288 0.186 -3.889
C -3.310 -1.710 -3.895
H -2.300 0.500 -2.445
C 1.275 3.285 -2.228
H -4.546 1.022 -4.101
H -0.368 2.893 3.244
Cl 2.186 0.222 0.411
H 1.371 -1.457 -2.457
C 0.196 5.471 -1.420
H 1.384 2.904 2.768
C 0.500 -3.286 -0.122
C 1.399 -0.680 4.967
H -4.248 1.140 -5.830
C -4.008 -0.899 -5.010
H 1.500 1.447 5.528
C -2.492 1.117 -4.622
H -1.495 -1.657 -2.645
H 1.419 5.171 -3.172
C 0.911 -1.266 3.845
C 1.388 4.813 -2.131
*
```

Results
**E_LUMO (spin up / spin down)**: 0.13 / -1.31 eV
**Frontier orbital gap (spin up / spin down)**: 5.59 / 4.14 eV
**HOMO level (spin up / spin down)**: -5.464 / -5.456 eV

---

2.
The following is a quantum chemistry calculation of a structure of composition C29H45EuN2O7P, from the Open Molecules 2025 dataset.

Structure (ORCA input):
```
! wB97M-V def2-TZVPD RIJCOSX def2/J DEFGRID3
* xyz 3 7
H 0.989 0.327 -2.981
C 2.013 -2.222 1.423
H -0.996 -5.051 -0.986
H 1.588 2.225 -4.074
C -1.507 1.627 -2.213
C 1.685 2.388 -3.000
H 2.066 -0.790 4.949
H -3.345 0.785 -2.883
O -1.431 -1.100 2.982
C -2.310 -5.031 1.192
C 3.727 0.384 -2.572
H -1.431 -0.538 5.307
H -0.392 2.525 3.653
H 4.149 -2.396 1.540
O -0.526 -0.718 4.994
H 1.266 4.156 3.485
C -2.649 0.617 -2.058
C -3.405 0.805 -0.742
H -2.173 3.297 0.007
H -1.065 1.497 -3.206
H 2.891 1.061 -0.709
H 2.184 3.281 2.282
O -1.821 -3.877 0.971
H 1.346 1.678 0.572
C -2.066 3.054 -2.125
H -3.318 -7.288 1.704
C -2.851 -7.333 0.724
C 3.106 2.866 -2.700
C -0.489 1.905 1.589
C 0.306 2.323 2.839
H 4.217 -1.394 3.835
C -1.490 -6.010 -0.869
C 1.351 1.067 -2.256
H 3.311 3.761 -3.287
C 0.380 2.151 0.349
H 3.393 -0.201 -3.434
H -2.732 3.182 -2.982
H 4.573 -0.150 -2.139
H -0.784 0.852 1.665
H 0.972 3.178 -2.745
O 2.879 -3.359 -0.445
H -4.252 0.117 -0.684
H -1.409 2.482 1.540
C 0.565 4.421 1.455
H -0.466 4.680 1.707
C 2.580 0.454 -1.565
O -4.040 -2.817 -1.530
H -2.264 -0.399 -2.178
H 1.105 5.361 1.353
C 0.614 3.661 0.119
H -0.127 4.079 -0.562
C -2.856 3.293 -0.842
C 1.170 3.573 2.571
H 0.954 1.501 3.160
H -1.275 3.796 -2.243
C 4.157 1.798 -3.019
H -2.183 -6.178 -1.694
O 0.678 -2.942 -0.396
C 3.276 -1.528 3.317
N -2.213 -6.055 0.399
H 1.590 3.800 -0.347
H -3.314 4.282 -0.874
H 4.358 1.794 -4.091
H -2.861 -5.205 2.117
H -2.736 0.593 0.121
C 3.246 -2.074 2.040
H 5.092 2.074 -2.532
H -4.417 2.382 0.345
H 2.722 -3.798 -1.300
N 0.874 -1.830 1.988
H -2.105 -8.126 0.718
H -0.746 -6.806 -0.881
C 2.084 -1.177 3.939
O -0.316 -0.274 -0.583
C -3.260 -2.325 -0.902
H 3.182 3.167 -1.651
H -3.608 -7.560 -0.025
Eu -1.243 -1.731 0.623
H 2.322 -0.539 -1.190
C 0.906 -1.349 3.228
P -0.072 1.172 -1.129
C -3.941 2.238 -0.626
C -0.464 -1.033 3.742
H -4.720 2.364 -1.382
C 1.801 -2.869 0.089
*
```

Results
**E_LUMO (spin up / spin down)**: -9.51 / -13.13 eV
**Frontier orbital gap (spin up / spin down)**: 5.47 / 4.34 eV
**HOMO level (spin up / spin down)**: -14.989 / -17.469 eV

---

3.
The following is a quantum chemistry calculation of a structure of composition C29H45F10N11OSi2, from the Open Molecules 2025 dataset.

Structure (ORCA input):
```
! wB97M-V def2-TZVPD RIJCOSX def2/J DEFGRID3
* xyz 0 1
H 1.058 6.099 2.188
F -2.909 -0.396 1.473
N -7.971 4.558 -3.134
C -0.753 0.136 2.294
H 1.946 -0.267 2.652
H 6.754 -6.747 -5.298
H -3.522 -2.456 2.906
F 1.953 3.031 -1.904
F -4.769 1.645 1.775
H 2.400 1.433 2.811
C 6.830 -6.034 -4.479
H 4.745 -3.887 -2.540
H 6.300 0.216 -4.352
H -3.420 -2.439 4.676
C 0.308 1.207 2.539
C 5.222 0.292 -4.485
H 3.297 4.970 0.956
H -6.049 2.258 3.866
H -1.627 -5.206 0.916
C 2.895 2.317 -6.672
H 0.210 1.478 3.596
H 1.906 3.548 -5.297
C -7.847 2.060 4.918
C 3.809 -3.447 -2.202
C 0.934 5.026 2.004
H 3.636 -2.525 -2.753
Si 3.126 3.354 -0.852
H -3.172 -7.661 -1.782
C -6.754 2.977 -1.454
F -1.393 -0.194 3.456
F -1.417 0.232 0.012
H 2.951 -0.395 0.122
N 3.996 0.164 -2.187
N -2.566 -10.554 -2.866
F -2.400 2.352 2.595
H 0.515 5.395 -0.083
H 1.723 4.020 -6.999
F -4.107 1.321 -0.294
C 6.406 -4.714 -4.934
H -0.103 4.756 2.242
C 3.879 -3.155 -0.777
F -0.187 -1.026 1.846
H 7.862 -5.992 -4.136
C 1.753 0.734 2.268
C -7.118 2.261 3.670
H 0.808 3.721 0.338
C -1.867 0.456 1.250
H 2.993 -4.140 -2.400
H 0.846 2.613 -6.367
F -1.700 2.698 0.547
C 2.650 4.885 0.080
C -2.656 -7.952 -2.695
H 6.195 -6.365 -3.659
C 1.775 3.178 -6.312
C -2.992 -4.287 3.776
C -2.969 -2.829 3.765
N 3.936 -2.858 0.333
C -1.385 -4.723 -1.113
H 1.401 3.793 3.597
C -3.911 2.012 0.823
H -7.408 2.776 -0.606
H -5.835 3.434 -1.101
N 6.072 -3.672 -5.292
N -2.986 -5.437 3.730
C -2.441 1.899 1.332
H -7.356 1.461 2.971
H 4.342 3.516 -1.668
N 3.774 1.630 -6.955
H 2.433 0.204 6.601
H -7.397 3.216 3.229
H 1.022 0.993 -0.324
H -6.514 2.036 -1.947
H 2.771 5.769 -0.552
C -2.607 -9.407 -2.791
H 2.365 3.570 2.316
H -1.218 -3.512 0.581
N 2.763 3.145 5.554
C 1.160 4.749 0.516
H 0.110 2.116 1.972
H -2.856 -4.115 0.252
C 4.553 0.220 -3.194
C 1.679 0.844 6.147
N 1.877 4.281 2.851
O 3.306 2.150 0.256
H 0.858 0.981 6.848
N -8.418 1.902 5.903
N -1.060 -4.992 -2.183
H 4.985 1.238 -4.959
F -4.150 3.307 0.553
H 4.884 -0.517 -5.129
H -1.649 -7.542 -2.678
H -1.941 -2.486 3.700
H -3.188 -7.543 -3.551
Si 2.273 0.852 0.444
H 1.306 0.361 5.245
C -1.798 -4.369 0.240
C -7.435 3.861 -2.393
C 2.269 2.137 5.815
*
```

Results
**E_LUMO**: -0.12 eV
**Frontier orbital gap**: 9.18 eV
**HOMO level**: -9.293 eV

---

4.
The following is a quantum chemistry calculation of a structure of composition C29H45FP2Ru, from the Open Molecules 2025 dataset.

Structure (ORCA input):
```
! wB97M-V def2-TZVPD RIJCOSX def2/J DEFGRID3
* xyz 2 5
C 3.059 -1.069 -0.190
C -0.586 0.235 3.033
H 1.520 0.018 3.063
H 2.761 -1.860 -2.841
C 4.913 1.801 -1.651
H 0.745 0.315 4.669
H -0.278 3.389 -2.695
P 0.528 1.953 -0.909
H 2.868 0.735 -4.470
H 5.281 2.301 -2.560
C -2.089 2.048 4.190
H -1.521 -1.521 -0.248
H 4.085 -2.979 -0.550
H 1.026 -2.002 2.180
H -0.244 -0.191 -1.278
H 0.985 1.677 3.508
H -1.566 2.343 -2.008
C -0.698 2.967 -1.775
H 4.043 -0.437 -3.803
C 1.244 -3.058 -1.881
H 1.491 1.844 1.253
C -2.453 0.429 -0.215
F -5.510 -1.245 -2.326
C 0.739 0.599 3.593
C -3.430 1.298 -0.744
C -2.868 0.099 2.640
P 3.254 1.111 -2.036
H 0.609 3.358 1.014
H 1.535 -4.128 -0.092
H -4.558 1.385 2.598
H -0.347 -3.063 1.859
C 0.832 -0.815 -2.937
H 3.126 -2.943 0.908
H 3.263 -0.817 0.876
H 2.240 3.156 0.285
H 1.680 2.464 -3.128
H 1.216 -0.155 0.525
H -2.743 2.714 3.604
H 3.912 -0.581 -0.747
H 4.534 1.242 -4.084
H 0.131 -2.738 3.553
C -4.437 -0.636 -1.717
C -2.261 -1.217 2.394
H -3.625 -2.316 1.160
C 1.300 2.653 0.547
C 0.832 -0.264 -1.561
H -1.041 3.772 -1.116
H -3.278 -2.526 -1.633
H 4.848 2.505 -0.814
Ru -1.767 1.386 1.382
C -3.374 -1.482 -1.370
H -2.411 -3.307 1.953
H -3.787 -2.651 2.885
H 1.138 -0.107 -3.711
C -4.487 0.719 -1.448
C 0.036 -2.289 2.549
C 1.686 -2.098 -2.964
H -0.216 -1.079 -3.191
C 1.716 -0.477 -0.457
C 3.120 -2.612 -0.149
H -4.724 -0.094 3.671
H 5.597 0.975 -1.391
C -4.339 0.303 2.701
H -2.594 1.790 5.130
H -5.304 1.352 -1.784
C 2.029 2.403 -2.086
C 3.696 0.607 -3.768
C 1.912 -3.325 -0.745
C -3.058 -2.434 2.088
C -1.846 0.848 3.373
H -3.342 2.363 -0.588
H 1.608 -2.568 -3.960
C -2.351 -0.910 -0.588
H -4.794 -0.261 1.857
H 0.311 -3.629 -2.050
C -0.902 -1.131 2.599
H 2.497 3.369 -1.806
H -1.117 2.489 4.424
*
```

Results
**E_LUMO (spin up / spin down)**: -7.16 / -7.80 eV
**Frontier orbital gap (spin up / spin down)**: 5.46 / 5.43 eV
**HOMO level (spin up / spin down)**: -12.619 / -13.234 eV

---

no.,largest force on an atom (eV/A),electronic energy (Ha)
1,5.7,-2581.35199
2,5.0,-2819.04887
3,1.1,-3387.30940
4,3.4,-2008.58143